# 1
Molecular formula: H6O3
Method: DFT, wB97M-V/def2-TZVPD

Properties
* total energy: -6239.839 eV
* frontier orbital gap: 11.718 eV
* E_LUMO: 0.667 eV
* structure (SMILES): O.O.O
* strongest force on any atom: 0.03143 Eh/bohr

Geometry as ORCA input:
```
! wB97M-V def2-TZVPD RIJCOSX def2/J DEFGRID3
* xyz 0 1
O -0.71 -1.65 0.32
H 0.12 -1.24 0.05
H -0.56 -2.44 0.88
O 1.39 0.28 -0.67
H 1.44 1.09 -0.18
H 2.22 0.40 -1.11
O -0.81 1.46 0.37
H -1.36 0.79 0.80
H -0.69 1.22 -0.57
*
```

---

# 2
Molecular formula: H6O3
Method: DFT, wB97M-V/def2-TZVPD

Properties
* total energy: -6239.914 eV
* frontier orbital gap: 10.832 eV
* E_LUMO: 0.390 eV
* structure (SMILES): O.O.O
* strongest force on any atom: 0.01928 Eh/bohr

Geometry as ORCA input:
```
! wB97M-V def2-TZVPD RIJCOSX def2/J DEFGRID3
* xyz 0 1
O 8.07 15.54 11.91
H 7.28 15.38 12.45
H 7.73 15.76 11.04
O 6.43 15.15 16.52
H 5.81 14.42 16.67
H 7.22 14.91 17.03
O 6.15 15.79 13.95
H 5.19 15.70 13.94
H 6.40 15.67 14.90
*
```

---

# 3
Molecular formula: H6O3
Method: DFT, wB97M-V/def2-TZVPD

Properties
* total energy: -6237.712 eV
* frontier orbital gap: 9.305 eV
* E_LUMO: 0.056 eV
* strongest force on any atom: 0.09880 Eh/bohr

Geometry as ORCA input:
```
! wB97M-V def2-TZVPD RIJCOSX def2/J DEFGRID3
* xyz 0 1
O 1.20 -2.07 0.08
H 0.96 -1.15 0.18
H 0.51 -2.55 0.54
O -0.59 1.60 -0.47
H -0.49 2.41 -0.97
H -1.53 1.39 -0.53
O 0.15 -0.23 0.37
H 0.00 0.30 1.15
H -0.21 0.29 -0.35
*
```

---

# 4
Molecular formula: H6O3Tl
Method: DFT, wB97M-V/def2-TZVPD

Properties
* total energy: -10912.039 eV
* frontier orbital gap (alpha / beta): 12.407 / 5.093 eV
* E_LUMO (alpha / beta): -8.802 / -15.876 eV
* strongest force on any atom: 0.02872 Eh/bohr

Geometry as ORCA input:
```
! wB97M-V def2-TZVPD RIJCOSX def2/J DEFGRID3
* xyz 2 2
Tl -17.36 4.29 11.82
O -16.82 3.78 14.64
H -16.55 3.01 15.14
H -17.33 4.30 15.27
O -14.59 4.37 12.71
H -14.38 3.44 12.73
H -14.23 4.71 13.53
O -16.15 1.76 12.47
H -15.83 1.36 13.28
H -15.85 1.17 11.78
*
```

---

# 5
Molecular formula: H6O4Si2
Method: DFT, wB97M-V/def2-TZVPD

Properties
* total energy: -24046.353 eV
* frontier orbital gap: 10.315 eV
* E_LUMO: 0.089 eV
* strongest force on any atom: 0.10779 Eh/bohr

Geometry as ORCA input:
```
! wB97M-V def2-TZVPD RIJCOSX def2/J DEFGRID3
* xyz 0 1
O -0.23 -1.23 2.56
O -1.68 1.28 1.53
O -2.47 -0.70 0.32
O 0.06 0.08 -0.23
Si 0.84 0.41 -1.57
Si -1.10 -0.04 0.89
H 0.67 -1.01 2.47
H -1.07 2.01 1.74
H -3.13 -0.55 0.96
H 0.35 -0.49 -2.73
H 2.25 0.08 -1.34
H 0.71 1.85 -1.79
*
```

---

# 6
Molecular formula: H6O4Si2
Method: DFT, wB97M-V/def2-TZVPD

Properties
* total energy: -24039.945 eV
* frontier orbital gap (alpha / beta): 5.977 / 6.820 eV
* E_LUMO (alpha / beta): 0.800 / -4.404 eV
* strongest force on any atom: 0.17448 Eh/bohr

Geometry as ORCA input:
```
! wB97M-V def2-TZVPD RIJCOSX def2/J DEFGRID3
* xyz 0 3
O 0.91 -0.36 -0.72
O -1.26 1.22 -0.44
O -2.58 -0.16 1.24
O -2.08 -1.43 -1.17
Si 2.18 0.26 0.03
Si -1.83 -0.28 -0.24
H 0.79 -1.17 -1.21
H -0.53 1.39 0.06
H -3.01 -0.86 1.82
H 3.19 0.75 -1.05
H 2.82 -0.70 0.88
H 1.39 1.35 0.79
*
```

---

# 7
Molecular formula: H70O35
Method: DFT, wB97M-V/def2-TZVPD

Properties
* total energy: -72804.935 eV
* frontier orbital gap: 10.672 eV
* E_LUMO: -0.057 eV
* strongest force on any atom: 0.07724 Eh/bohr

Geometry as ORCA input:
```
! wB97M-V def2-TZVPD RIJCOSX def2/J DEFGRID3
* xyz 0 1
O 0.39 -1.11 -4.81
H -0.25 -0.45 -4.47
H 1.25 -0.72 -4.61
O 2.47 0.27 -3.00
H 2.58 1.21 -3.15
H 1.66 0.27 -2.46
O -2.54 2.56 -1.83
H -1.68 2.80 -1.54
H -3.02 2.59 -1.04
O -1.67 -4.94 0.59
H -2.01 -5.75 1.00
H -2.37 -4.29 0.74
O 3.50 2.19 3.31
H 4.27 2.17 3.86
H 3.87 2.62 2.51
O -3.53 -1.52 -3.18
H -3.30 -1.44 -4.10
H -2.68 -1.64 -2.63
O 1.24 5.70 -1.05
H 1.75 6.44 -0.74
H 0.25 5.99 -1.01
O 3.13 -0.61 2.42
H 3.55 -0.75 1.55
H 3.16 0.42 2.54
O 0.77 2.03 1.65
H 0.50 1.09 1.66
H 0.85 2.29 2.61
O -5.13 -3.01 -1.12
H -5.77 -3.57 -1.56
H -4.65 -2.58 -1.89
O -0.98 -1.95 -2.13
H -0.74 -2.88 -2.10
H -0.51 -1.59 -2.91
O -3.87 1.55 3.69
H -3.68 1.86 2.79
H -4.83 1.63 3.82
O 1.96 3.13 -0.41
H 1.65 4.01 -0.65
H 1.69 2.97 0.54
O -2.53 2.10 1.21
H -2.61 1.23 0.76
H -1.62 2.22 1.41
O -3.41 -2.09 3.68
H -2.58 -2.48 3.34
H -3.37 -1.14 3.60
O 0.60 -4.12 2.39
H -0.10 -4.60 1.92
H 0.13 -3.53 3.07
O 0.23 0.80 -1.44
H 0.67 1.49 -0.93
H 0.05 0.09 -0.77
O -1.32 6.50 -1.89
H -1.21 5.69 -2.41
H -2.20 6.43 -1.53
O -2.44 0.04 -0.69
H -2.09 -0.88 -0.79
H -2.09 0.58 -1.45
O 0.09 3.70 -2.57
H 0.99 4.01 -2.54
H -0.02 3.05 -3.25
O 2.55 -2.24 4.80
H 3.01 -2.76 5.49
H 3.10 -1.94 4.06
O -0.09 -1.85 3.65
H 0.22 -1.47 2.77
H 0.76 -1.94 4.11
O 1.08 -2.83 0.13
H 0.62 -3.08 -0.70
H 1.07 -3.49 0.83
O 4.97 0.39 -1.13
H 4.88 1.33 -0.99
H 4.35 0.27 -1.89
O -0.02 -0.58 1.07
H -0.96 -0.86 1.02
H 0.41 -1.42 0.74
O -0.97 0.48 4.99
H -1.91 0.41 5.25
H -0.80 -0.19 4.31
O -3.01 -2.26 0.70
H -3.26 -2.07 1.64
H -3.77 -2.52 0.18
O 3.63 -2.81 -1.47
H 4.29 -2.08 -1.51
H 2.94 -2.49 -0.85
O -1.52 1.40 -4.39
H -1.76 2.20 -4.89
H -2.12 1.34 -3.64
O 4.34 2.93 -2.46
H 3.66 3.33 -1.92
H 4.04 2.00 -2.58
O -5.34 0.68 -2.54
H -4.79 -0.10 -2.76
H -5.56 0.45 -1.61
O 0.35 2.80 4.39
H 1.05 2.85 5.07
H -0.27 2.07 4.60
O 4.50 3.38 0.86
H 5.19 3.75 0.30
H 3.70 3.35 0.35
O -0.25 -4.68 -1.96
H 0.60 -5.06 -2.13
H -0.61 -5.21 -1.25
O 2.81 -5.96 -1.75
H 3.32 -6.49 -1.22
H 3.15 -5.07 -1.70
*
```

---

# 8
Molecular formula: H7N3P2
Method: DFT, wB97M-V/def2-TZVPD

Properties
* total energy: -23156.617 eV
* frontier orbital gap (alpha / beta): 8.955 / 8.956 eV
* E_LUMO (alpha / beta): 0.336 / 0.337 eV
* strongest force on any atom: 0.05599 Eh/bohr

Geometry as ORCA input:
```
! wB97M-V def2-TZVPD RIJCOSX def2/J DEFGRID3
* xyz 0 1
N 1.31 -0.52 -0.41
N 0.34 -1.25 -0.73
N -0.87 -1.13 -0.42
P -1.96 -2.16 -1.13
P 1.15 0.68 0.72
H 0.69 -2.07 -1.13
H 1.64 3.87 2.30
H -2.76 -1.20 -1.88
H -2.98 -2.25 -0.20
H 0.08 1.23 0.20
H 1.98 1.58 0.20
H 1.38 3.22 2.49
*
```

---

# 9
Molecular formula: H7N3P2
Method: DFT, wB97M-V/def2-TZVPD

Properties
* total energy: -23154.839 eV
* frontier orbital gap (alpha / beta): 8.647 / 8.648 eV
* E_LUMO (alpha / beta): 0.102 / 0.103 eV
* strongest force on any atom: 0.06084 Eh/bohr

Geometry as ORCA input:
```
! wB97M-V def2-TZVPD RIJCOSX def2/J DEFGRID3
* xyz 0 1
N 1.38 -0.91 -1.27
N 0.18 -1.02 0.38
N -1.14 -0.87 0.05
P -1.73 0.68 -0.42
P 1.85 0.02 -0.09
H 0.37 -1.98 0.53
H -1.71 -1.58 -0.53
H -2.76 0.06 -1.24
H -0.86 1.14 -1.63
H 2.22 -0.62 1.02
H 1.05 1.00 0.33
H 3.03 0.58 -0.16
*
```

---

# 10
Molecular formula: H7NO3Si2
Method: DFT, wB97M-V/def2-TZVPD

Properties
* total energy: -23504.482 eV
* frontier orbital gap: 9.635 eV
* E_LUMO: 0.514 eV
* strongest force on any atom: 0.08515 Eh/bohr

Geometry as ORCA input:
```
! wB97M-V def2-TZVPD RIJCOSX def2/J DEFGRID3
* xyz 0 1
N 1.89 1.16 -0.28
O -2.08 -0.25 1.73
O 1.20 -1.12 -1.62
O -0.77 0.29 -0.44
Si -2.20 -0.26 0.12
Si 0.76 -0.11 -0.37
H 1.68 2.07 0.18
H 2.55 1.22 -0.95
H -1.27 -0.27 2.25
H 2.09 -1.36 -1.66
H -2.93 1.09 -0.16
H -2.12 -1.65 -0.40
H 1.20 -0.83 1.60
*
```

---

# 11
Molecular formula: H7NSSi2
Method: DFT, wB97M-V/def2-TZVPD

Properties
* total energy: -28190.156 eV
* frontier orbital gap: 7.426 eV
* E_LUMO: -0.532 eV
* structure (SMILES): [SiH2]=NS.[SiH4]
* strongest force on any atom: 0.07950 Eh/bohr

Geometry as ORCA input:
```
! wB97M-V def2-TZVPD RIJCOSX def2/J DEFGRID3
* xyz 0 1
N 1.38 -0.50 0.33
Si 1.80 -1.93 -0.27
Si -2.08 1.02 0.16
S 2.31 0.89 0.60
H 0.70 -2.31 -1.31
H 2.70 -2.93 0.07
H -2.54 2.04 -0.96
H -2.07 -0.28 -0.42
H -2.93 0.91 1.38
H -0.60 1.48 0.25
H 1.33 1.60 0.17
*
```

---

# 12
Molecular formula: H7NaO4
Method: DFT, wB97M-V/def2-TZVPD

Properties
* total energy: -12719.481 eV
* frontier orbital gap: 5.469 eV
* E_LUMO: -0.551 eV
* strongest force on any atom: 0.03030 Eh/bohr

Geometry as ORCA input:
```
! wB97M-V def2-TZVPD RIJCOSX def2/J DEFGRID3
* xyz 0 1
Na -0.58 0.48 -0.06
O 0.35 1.40 -2.32
H 1.22 1.33 -1.88
O -2.02 -1.08 -0.85
H -1.60 -1.93 -0.77
H -2.92 -1.28 -1.09
O 1.50 -0.77 -0.23
H 1.37 -1.60 -0.69
H 1.94 -1.01 0.58
O 0.08 1.24 2.18
H 0.67 1.97 1.99
H -0.01 1.26 3.14
*
```

---

# 13
Molecular formula: H80O40
Method: DFT, wB97M-V/def2-TZVPD

Properties
* total energy: -83197.261 eV
* frontier orbital gap (alpha / beta): 2.612 / 9.855 eV
* E_LUMO (alpha / beta): 1.635 / 1.566 eV
* strongest force on any atom: 0.08090 Eh/bohr

Geometry as ORCA input:
```
! wB97M-V def2-TZVPD RIJCOSX def2/J DEFGRID3
* xyz -1 2
H -5.06 -0.28 -4.04
H -4.35 -1.60 -4.12
O -5.22 -1.20 -4.13
H -1.17 -0.35 -3.32
H -0.94 -0.69 -1.66
O -1.34 -0.88 -2.50
H 4.86 2.05 1.19
H 5.70 0.84 1.90
O 5.07 1.07 1.21
H -0.93 2.07 -2.89
H 0.38 2.70 -2.45
O -0.42 2.31 -2.01
H 0.49 -0.13 0.14
H 1.88 -0.28 -0.35
O 0.98 -0.59 -0.58
H 4.03 2.43 -3.38
O 3.77 2.99 -4.18
H -3.94 3.73 2.55
O -3.13 4.19 2.40
H 1.64 3.17 4.76
H 1.96 2.11 3.92
O 1.66 3.08 3.81
H -3.13 1.83 -2.06
H -3.42 2.09 -0.60
O -2.75 1.74 -1.23
H -2.54 -0.79 3.08
H -1.76 -1.48 1.97
O -2.29 -1.68 2.72
H -0.20 3.98 2.42
H 0.17 3.10 3.71
O -0.60 3.31 2.98
H -2.71 0.48 -4.10
O -3.13 1.35 -4.24
H -2.58 -1.30 -1.14
H -1.77 -0.42 -0.29
O -2.24 -1.27 -0.18
H -0.52 -2.41 -3.06
H 0.61 -3.55 -2.76
O 0.16 -2.99 -3.43
H 0.14 -1.22 5.27
H -0.76 -2.56 5.19
O 0.14 -2.20 5.15
H 4.58 -0.02 0.07
H 5.18 -1.03 -0.91
O 4.43 -0.42 -0.81
H -1.00 1.79 5.34
H -1.13 0.29 5.77
O -0.52 1.00 5.63
H 4.56 -3.56 1.11
H 3.46 -2.53 0.63
O 4.34 -2.84 0.49
H 0.29 -4.43 4.83
O -0.19 -5.21 4.56
H 3.29 -3.29 -0.94
H 3.28 -4.05 -2.29
O 2.74 -3.50 -1.71
H 2.00 -0.53 4.22
O 2.71 0.17 4.23
H -1.86 0.64 1.66
H -0.81 1.55 2.25
O -0.92 0.74 1.78
H -0.02 -5.73 -1.68
H 1.42 -5.05 -1.88
O 0.56 -5.16 -2.19
H -2.56 2.16 3.37
H -4.09 1.50 3.08
O -3.17 1.38 3.33
H -0.75 4.17 -2.68
H -0.55 5.33 -3.93
O -0.91 4.52 -3.59
H -0.91 1.63 -5.64
H -0.94 3.15 -5.24
O -1.35 2.49 -5.83
H 5.76 -1.06 2.99
H 6.13 -1.71 1.58
O 6.29 -0.98 2.20
H 3.82 -3.18 -4.94
H 2.42 -3.35 -3.96
O 2.89 -3.05 -4.75
H -2.00 -2.38 -4.04
H -2.06 -3.73 -4.06
O -2.71 -3.02 -4.10
H -6.34 0.68 0.21
H -5.58 1.75 -0.43
O -5.48 1.13 0.33
H -5.58 -0.72 1.97
H -5.69 -1.91 2.85
O -6.18 -1.14 2.62
H -4.92 -1.59 -0.76
O -5.32 -1.50 0.11
H 1.65 0.38 2.52
H 2.04 1.14 1.36
O 1.54 0.35 1.56
H 0.18 -5.35 3.69
H 2.85 2.86 -3.83
H 3.56 -0.21 4.32
H -2.39 3.50 2.36
H -2.68 1.62 -5.07
H -5.34 -2.38 0.52
O -2.33 -3.81 4.46
H -2.43 -3.43 3.60
H -1.92 -4.71 4.44
O 3.82 4.22 1.60
H 2.91 4.17 1.97
H 4.39 4.65 2.22
O 0.51 -3.54 1.68
H 0.28 -3.44 0.73
H 0.61 -2.60 1.84
O 0.43 3.82 -0.09
H 0.22 3.34 0.69
H 0.11 3.14 -0.74
O 1.72 0.76 -2.78
H 1.48 -0.06 -2.21
H 2.70 0.75 -3.04
O -0.45 -0.71 -4.87
H -0.60 -0.76 -5.81
H 0.44 -1.13 -4.79
O 4.49 5.46 -0.97
H 4.67 4.89 -1.73
H 4.18 4.92 -0.17
*
```